Entry 1:
Computed, not measured: C31H30AuClIN4OS2Se as an isolated structure, with wB97M-V/def2-TZVPD.

Last column: Mulliken charge in e.
Positions of all 72 atoms, in Å:
Au -0.94 0.16 -1.94  0.64
Cl 4.07 -5.74 -1.22  -0.24
C 3.09 -4.38 -1.64  0.23
C 3.66 -3.19 -2.00  -0.51
C 2.88 -2.08 -2.34  -0.28
I 3.82 -0.33 -2.92  0.16
C 1.48 -2.08 -2.30  0.40
O 0.78 -1.04 -2.58  -1.01
C 0.91 -3.36 -1.99  -0.47
N -0.45 -3.50 -2.07  0.15
C -1.11 -4.64 -1.85  0.60
C -0.38 -5.76 -1.45  -0.60
C 0.99 -5.68 -1.36  -1.21
C 1.68 -4.50 -1.65  0.85
H 4.74 -3.11 -2.04  0.46
H -0.99 -2.65 -2.29  0.40
H -0.88 -6.68 -1.22  0.32
H 1.55 -6.56 -1.06  0.46
S -3.24 0.32 -1.39  -0.27
C -3.68 -1.26 -1.39  0.31
N -2.85 -2.26 -1.84  -0.41
C -3.34 -3.45 -1.67  -0.36
C -2.61 -4.68 -2.10  1.01
C -3.30 -5.94 -1.67  -0.75
C -4.52 -5.94 -1.12  -0.71
C -5.24 -4.71 -0.82  -0.20
C -4.66 -3.52 -1.09  0.25
S -5.20 -1.88 -0.80  -0.15
H -2.72 -4.68 -3.20  0.33
H -2.83 -6.88 -1.90  0.44
H -5.01 -6.87 -0.88  0.42
H -6.22 -4.77 -0.37  0.46
C 3.34 3.58 0.90  -0.72
C 3.93 2.33 0.26  -0.50
C 3.44 1.01 0.87  -0.64
C 2.03 0.59 0.48  -0.79
N 0.98 1.44 1.03  1.07
C 0.18 2.27 0.33  -0.42
Se 0.27 2.56 -1.51  -0.13
N -0.67 2.87 1.19  0.57
C -1.71 3.84 0.87  -1.27
C -1.35 5.25 1.36  -0.73
C -0.17 5.88 0.63  0.29
C -0.50 6.32 -0.79  -1.31
C -0.44 2.38 2.47  0.48
C -1.06 2.63 3.68  -0.90
C -0.59 1.94 4.79  -0.77
C 0.46 1.03 4.68  -0.82
C 1.08 0.77 3.47  -0.89
C 0.61 1.47 2.37  0.85
H 3.91 4.46 0.61  0.47
H 3.37 3.51 1.99  0.29
H 2.31 3.75 0.60  -0.19
H 5.02 2.36 0.36  0.35
H 3.72 2.33 -0.81  0.19
H 3.54 1.06 1.96  0.38
H 4.10 0.20 0.54  0.41
H 1.83 -0.43 0.83  0.38
H 1.91 0.60 -0.60  0.04
H -2.63 3.49 1.33  0.46
H -1.83 3.82 -0.21  0.47
H -1.16 5.21 2.43  0.38
H -2.24 5.87 1.22  0.46
H 0.67 5.17 0.61  -0.30
H 0.18 6.74 1.21  0.43
H -0.78 5.47 -1.42  0.26
H 0.35 6.80 -1.26  0.36
H -1.33 7.03 -0.79  0.37
H -1.88 3.34 3.77  0.44
H -1.05 2.11 5.75  0.42
H 0.80 0.51 5.57  0.41
H 1.90 0.07 3.40  0.43

## Properties
Energy relative to the best compared isomer or geometry (same formula, charge and spin) ... 19.0 kcal per mole
E_HOMO ... -9.68 eV
Total energy ... -151969.7463 eV
HOMO-LUMO gap ... 0.177 Eh
Net charge ... +1

Entry 2:
Computed, not measured: a 2-piece molecular cluster, C31H30BCl2F3O2S overall, with wB97M-V/def2-TZVPD.

Last column: natural (NBO) charge in e.
Positions of all 70 atoms, in Å:
C -4.31 -2.67 1.27  -0.63
C -3.30 -1.58 1.00  0.26
C -3.35 -0.50 2.08  -0.64
O -1.99 -2.24 1.12  -0.78
B -1.28 -1.71 0.10  1.23
C 0.20 -0.84 -0.05  -0.58
C 1.21 -1.23 0.99  -0.01
C 2.59 -1.02 0.83  -0.20
C 3.52 -1.61 1.69  -0.23
C 3.08 -2.48 2.70  -0.05
Cl 4.20 -3.28 3.74  0.01
C 1.71 -2.70 2.87  -0.23
C 0.80 -1.96 2.11  -0.21
C 0.49 -1.66 -1.31  0.02
C 0.82 -1.13 -2.56  -0.16
C 0.87 -1.98 -3.67  -0.22
C 0.63 -3.36 -3.54  -0.07
Cl 0.66 -4.40 -4.92  0.01
C 0.38 -3.91 -2.28  -0.20
C 0.26 -3.06 -1.18  -0.26
O -1.99 -1.12 -0.93  -0.76
C -3.34 -0.98 -0.48  0.24
C -4.11 -1.78 -1.53  -0.62
C -3.70 0.49 -0.60  -0.63
H -5.32 -2.26 1.16  0.21
H -4.16 -3.50 0.57  0.23
H -4.20 -3.03 2.30  0.22
H -4.33 -0.02 2.08  0.22
H -3.19 -0.96 3.07  0.22
H -2.58 0.27 1.93  0.22
H 0.12 0.24 -0.20  0.25
H 2.95 -0.44 -0.03  0.22
H 4.59 -1.40 1.60  0.23
H 1.36 -3.42 3.60  0.22
H -0.25 -1.98 2.37  0.24
H 1.04 -0.07 -2.63  0.21
H 1.13 -1.59 -4.66  0.23
H 0.30 -4.99 -2.16  0.23
H 0.05 -3.51 -0.20  0.24
H -5.19 -1.76 -1.37  0.20
H -3.88 -1.34 -2.51  0.23
H -3.75 -2.82 -1.56  0.22
H -4.74 0.65 -0.32  0.21
H -3.06 1.13 0.02  0.22
H -3.59 0.80 -1.64  0.23
C -2.53 5.30 -0.72  -0.64
C -1.58 4.27 -0.25  -0.17
C -1.46 3.79 1.05  -0.27
C -0.27 3.03 1.24  -0.22
C 0.54 2.96 0.11  -0.23
C 1.89 2.49 0.02  0.03
C 2.60 2.17 1.20  -0.20
C 3.98 2.07 1.17  -0.17
C 4.63 2.16 -0.05  -0.17
C 6.12 1.92 -0.08  0.98
F 6.63 1.90 -1.35  -0.33
F 6.81 2.87 0.62  -0.33
F 6.43 0.71 0.49  -0.33
C 3.95 2.39 -1.24  -0.17
C 2.58 2.54 -1.20  -0.23
S -0.36 3.60 -1.27  0.42
H -3.10 5.70 0.12  0.23
H -1.97 6.13 -1.17  0.23
H -3.24 4.91 -1.47  0.23
H -2.16 4.05 1.84  0.23
H 0.01 2.60 2.20  0.22
H 2.08 2.02 2.14  0.22
H 4.54 1.94 2.10  0.24
H 4.48 2.46 -2.18  0.24
H 2.03 2.71 -2.13  0.22

## Properties
Energy relative to the best compared isomer or geometry (same formula, charge and spin) ... 23.0 kcal per mole
E_HOMO ... -8.19 eV
Total energy ... -81440.1934 eV
HOMO-LUMO gap ... 0.291 Eh
Net charge ... 0
SMILES ... CC1(C)OB(C(c2ccc(Cl)cc2)c2ccc(Cl)cc2)OC1(C)C.Cc1ccc(-c2ccc(C(F)(F)F)cc2)s1

Entry 3:
Computed, not measured: a 2-piece molecular cluster, C31H30BF5O2S overall, with wB97M-V/def2-TZVPD.

Last column: natural (NBO) charge in e.
Positions of all 70 atoms, in Å:
C 3.57 -0.23 -1.67  -0.64
C 2.94 -0.39 -0.28  0.24
C 3.84 0.25 0.75  -0.63
O 1.73 0.42 -0.27  -0.76
B 0.78 -0.49 -0.72  1.26
C -0.26 -0.06 -1.75  -0.67
C -1.72 -0.42 -1.82  0.13
C -2.03 -1.78 -1.94  -0.26
C -3.27 -2.21 -2.43  -0.19
C -4.25 -1.26 -2.75  -0.29
C -3.97 0.08 -2.53  0.41
F -4.95 1.01 -2.75  -0.33
C -2.73 0.52 -2.07  -0.33
C 0.15 1.25 -2.40  0.03
C 0.95 1.16 -3.54  -0.23
C 1.35 2.30 -4.23  -0.18
C 0.90 3.56 -3.81  -0.30
C 0.08 3.62 -2.69  0.40
F -0.38 4.86 -2.29  -0.34
C -0.30 2.49 -1.96  -0.26
O 0.96 -1.77 -0.23  -0.76
C 2.39 -1.87 0.02  0.26
C 2.89 -2.98 -0.91  -0.63
C 2.61 -2.27 1.45  -0.64
H 4.57 -0.70 -1.69  0.22
H 2.95 -0.67 -2.46  0.21
H 3.70 0.84 -1.90  0.23
H 4.77 -0.31 0.81  0.21
H 4.06 1.28 0.45  0.22
H 3.34 0.29 1.72  0.23
H 0.17 -0.83 -2.44  0.26
H -1.27 -2.51 -1.66  0.22
H -3.48 -3.27 -2.57  0.22
H -5.23 -1.55 -3.14  0.23
H -2.56 1.58 -1.91  0.24
H 1.25 0.17 -3.91  0.21
H 2.00 2.19 -5.10  0.22
H 1.19 4.45 -4.35  0.23
H -0.93 2.58 -1.08  0.23
H 3.98 -3.10 -0.85  0.21
H 2.43 -3.93 -0.59  0.22
H 2.61 -2.82 -1.96  0.21
H 3.68 -2.44 1.64  0.21
H 2.22 -1.51 2.13  0.23
H 2.08 -3.21 1.67  0.22
C 0.97 -1.85 6.04  -0.65
C 0.81 -1.05 4.80  -0.16
C 1.36 0.19 4.51  -0.28
C 0.91 0.73 3.28  -0.22
C -0.03 -0.09 2.65  -0.22
C -0.96 0.26 1.63  -0.06
C -1.12 1.61 1.25  -0.20
C -2.39 2.10 1.04  -0.21
C -3.47 1.22 1.07  -0.10
C -4.86 1.80 1.00  0.97
F -5.79 0.84 0.71  -0.33
F -5.24 2.40 2.17  -0.33
F -4.94 2.76 0.01  -0.33
C -3.29 -0.15 1.15  -0.19
C -2.02 -0.64 1.36  -0.19
S -0.22 -1.58 3.52  0.44
H 1.62 -1.33 6.76  0.23
H -0.02 -2.01 6.50  0.23
H 1.41 -2.83 5.81  0.23
H 2.05 0.67 5.19  0.23
H 1.21 1.69 2.88  0.23
H -0.27 2.30 1.30  0.23
H -2.55 3.17 0.90  0.24
H -4.13 -0.84 1.07  0.24
H -1.86 -1.72 1.40  0.23

## Properties
Energy relative to the best compared isomer or geometry (same formula, charge and spin) ... 6.7 kcal per mole
E_HOMO ... -7.87 eV
Total energy ... -61830.5566 eV
HOMO-LUMO gap ... 0.281 Eh
Net charge ... 0
SMILES ... CC1(C)OB(C(c2cccc(F)c2)c2cccc(F)c2)OC1(C)C.Cc1ccc(-c2ccc(C(F)(F)F)cc2)s1

Molecular weight (g mol⁻¹)
977.03; 605.36; 572.45
F_max (Eh/bohr)
0.0103; 0.0972; 0.0547